1.
Molecular formula: C36H60HgN9O2PS2Si
Method: DFT, wB97M-V/def2-TZVPD

Positions of all 112 atoms, in Å:
Hg  -0.345  0.128  -0.349
N  -3.817  -0.176  -1.776
C  -3.268  -1.410  -1.752
N  -1.991  -1.624  -1.848
C  -1.706  -2.965  -1.823
C  -2.769  -3.799  -1.727
S  -4.225  -2.864  -1.672
C  -0.287  -3.335  -1.817
C  0.257  -4.507  -2.219
S  1.962  -4.476  -1.924
C  1.803  -2.862  -1.278
N  0.586  -2.399  -1.313
N  2.856  -2.157  -0.800
H  -3.140  0.607  -1.738
H  -4.697  -0.049  -1.307
H  -2.779  -4.871  -1.629
H  -0.232  -5.362  -2.653
H  3.665  -2.709  -0.557
H  2.576  -1.472  -0.030
C  3.652  -2.715  3.325
Si  2.072  -1.880  2.691
C  1.185  -1.257  4.237
C  1.007  -3.262  1.992
N  2.334  -0.716  1.488
C  3.001  0.468  1.605
C  3.768  0.843  2.736
C  4.434  2.057  2.804
C  4.372  2.972  1.761
C  3.617  2.632  0.641
C  2.956  1.421  0.558
H  3.427  -3.662  3.824
H  4.193  -2.085  4.034
H  4.330  -2.925  2.493
H  1.726  -0.435  4.713
H  1.085  -2.057  4.979
H  0.181  -0.904  3.990
H  0.585  -3.851  2.813
H  1.575  -3.945  1.354
H  0.186  -2.858  1.395
H  3.838  0.155  3.571
H  5.011  2.292  3.692
H  4.877  3.927  1.827
H  3.532  3.333  -0.184
H  2.368  1.183  -0.321
N  0.487  1.971  3.215
N  -0.917  1.684  3.244
H  0.836  2.004  2.260
H  0.963  1.204  3.668
H  -1.173  1.026  2.506
H  -1.399  2.551  3.042
C  -1.031  0.062  -4.485
C  -1.585  1.460  -4.749
C  -3.114  1.473  -4.696
C  -0.991  2.541  -3.862
C  -0.264  3.537  -4.499
C  0.198  4.662  -3.832
C  -0.150  4.804  -2.501
C  -0.868  3.831  -1.812
C  -1.157  4.142  -0.353
C  0.014  3.688  0.518
C  -2.484  3.618  0.197
C  -1.219  2.616  -2.456
O  -1.768  1.613  -1.789
H  -1.240  -0.262  -3.468
H  0.052  0.046  -4.607
H  -1.472  -0.662  -5.178
H  -1.310  1.736  -5.774
H  -3.472  1.193  -3.711
H  -3.528  0.763  -5.419
H  -3.499  2.468  -4.933
H  -0.077  3.435  -5.564
H  0.785  5.416  -4.342
H  0.137  5.705  -1.965
H  -1.197  5.235  -0.296
H  0.193  2.618  0.377
H  -0.182  3.867  1.577
H  0.933  4.212  0.253
H  -2.447  2.540  0.350
H  -3.308  3.823  -0.491
H  -2.701  4.108  1.151
C  2.735  -1.138  -4.201
P  2.689  0.408  -3.274
C  4.326  0.567  -2.544
C  2.598  1.700  -4.526
O  1.579  0.494  -2.289
H  3.463  -1.082  -5.012
H  1.743  -1.333  -4.609
H  2.998  -1.952  -3.527
H  5.109  0.430  -3.291
H  4.415  -0.186  -1.761
H  4.422  1.548  -2.079
H  3.490  1.718  -5.155
H  2.471  2.659  -4.023
H  1.715  1.534  -5.143
N  -2.349  -1.671  1.148
C  -2.271  -1.868  2.285
N  -2.123  -2.080  3.591
C  -2.666  -1.065  4.507
C  -4.162  -1.270  4.707
C  -4.448  -2.696  5.182
C  -3.843  -3.725  4.227
C  -2.354  -3.460  4.038
H  -2.417  -0.078  4.123
H  -2.130  -1.187  5.452
H  -4.670  -1.090  3.754
H  -4.542  -0.540  5.424
H  -5.524  -2.856  5.280
H  -4.011  -2.833  6.178
H  -4.336  -3.660  3.251
H  -3.993  -4.739  4.604
H  -1.901  -4.134  3.312
H  -1.821  -3.575  4.986

The energy above the lowest of the compared OMol25 structures with the same formula, charge and spin comes out at 0.0 kcal/mol. Its total charge is -1. For the LUMO energy (alpha / beta), the calculation gives 2.233 / 1.574 eV. The value obtained for the HOMO-LUMO gap (alpha / beta) is 6.11 / 5.49 eV. As for the spin multiplicity: 2. As for the HOMO energy (alpha / beta): -3.9 / -3.9 eV.

---

2.
Molecular formula: CH6N3OS
Method: DFT, wB97M-V/def2-TZVPD

Positions of all 12 atoms, in Å:
N  1.908  -0.700  -0.335
C  0.884  0.102  -0.005
O  0.936  1.336  -0.239
N  -0.228  -0.256  0.578
N  -1.356  0.582  0.556
S  -2.629  -0.095  -0.399
H  1.979  -1.759  -0.268
H  2.764  -0.413  -0.761
H  0.012  1.695  0.114
H  -0.490  -1.237  0.988
H  -1.810  0.561  1.401
H  -1.970  0.184  -1.629

The energy above the lowest of the compared OMol25 structures with the same formula, charge and spin comes out at 30.0 kcal/mol. Its total charge is +1. For the LUMO energy, the calculation gives -3.705 eV. The value obtained for the HOMO-LUMO gap is 10.21 eV. As for the HOMO energy: -13.9 eV. As for the SMILES: N/C(O)=[NH+]/NS.

---

3.
Molecular formula: C3H8N2O
Method: DFT, wB97M-V/def2-TZVPD

Positions of all 14 atoms, in Å:
N  -0.562  -0.897  -2.086
C  0.160  -0.089  -1.132
N  -0.623  0.416  0.004
C  -0.139  0.007  1.317
C  1.080  0.807  1.696
O  1.539  0.890  2.801
H  -1.061  -0.326  -2.750
H  -1.151  -1.588  -1.649
H  0.605  0.760  -1.645
H  1.019  -0.654  -0.763
H  -1.590  0.135  -0.085
H  -0.917  0.226  2.041
H  0.084  -1.061  1.381
H  1.557  1.374  0.868

The energy above the lowest of the compared OMol25 structures with the same formula, charge and spin comes out at 41.9 kcal/mol. For the LUMO energy, the calculation gives 0.891 eV. The value obtained for the HOMO-LUMO gap is 9.95 eV. As for the HOMO energy: -9.1 eV. As for the SMILES: NCNCC=O.

---

4.
Molecular formula: C2HNO4
Method: DFT, wB97M-V/def2-TZVPD

Positions of all 8 atoms, in Å:
C  -0.283  -0.888  0.496
C  -1.598  -0.440  0.664
N  1.521  1.065  -0.972
O  1.614  2.228  -0.907
O  0.782  -1.243  0.098
O  2.276  0.110  -0.968
O  -2.065  0.440  1.321
H  -2.246  -1.274  0.268

The energy above the lowest of the compared OMol25 structures with the same formula, charge and spin comes out at 132.7 kcal/mol. For the LUMO energy (alpha / beta), the calculation gives -1.118 / -1.772 eV. The value obtained for the HOMO-LUMO gap (alpha / beta) is 9.47 / 7.01 eV. As for the HOMO energy (alpha / beta): -10.6 / -8.8 eV.

---

Number 1: E -98827.7148 eV, molecular weight 974.72 g/mol, largest force on an atom 0.6 eV/Å. Number 2: E -18479.0401 eV, molecular weight 108.15 g/mol, largest force on an atom 6.4 eV/Å. Number 3: E -8267.5093 eV, molecular weight 88.11 g/mol, largest force on an atom 0.5 eV/Å. Number 4: E -11763.5224 eV, molecular weight 103.03 g/mol, largest force on an atom 4.4 eV/Å.